No. 1
19
Properties=species:S:1:pos:R:3:lowdin_charge:R:1 method="wB97M-V/def2-TZVPD" de_lowest_kj_mol=39.76 charge=0 orbital_gap_ev=8.41 homo_ev=-8.701 molar_mass_g_mol=206.1
C 1.8990 -0.3951 0.1502 0.006
C 1.3667 -1.5041 0.7090 -0.025
C -0.3238 0.4992 -0.2983 0.021
C 1.1248 0.6881 -0.4885 -0.198
C -0.7631 -0.7237 0.0446 -0.137
C -0.8675 1.9145 0.2585 -0.696
C -2.1922 -1.0972 -0.1416 -0.585
N -0.0229 -1.6686 0.6087 0.149
N 1.6675 1.6913 -1.1374 0.202
O -1.1521 1.6101 1.3907 0.075
O -0.6408 2.8853 -0.4064 0.038
F -2.9178 0.0266 -0.3143 0.159
F -2.4881 -1.8044 -1.2290 0.169
F -2.6715 -1.7966 0.8653 0.180
H 2.9892 -0.1269 0.2542 0.130
H 2.0136 -2.1508 1.3149 0.135
H -0.5841 -2.3329 1.0279 0.135
H 2.6221 1.9244 -1.1585 0.112
H 0.9410 2.3608 -1.4500 0.130


No. 2
17
Properties=species:S:1:pos:R:3:lowdin_charge:R:1 method="wB97M-V/def2-TZVPD" de_lowest_kj_mol=264.85 smiles="O=[S@](F)(=C(F)F)c1ccccc1" charge=0 orbital_gap_ev="8.80 / 8.80" homo_ev="-9.706 / -9.705" molar_mass_g_mol=194.2
O -0.4125 1.5885 -2.3733 -0.394
S -0.7211 1.7133 -0.8439 1.074
F -2.4185 1.4856 -0.6838 -0.310
C 0.5501 2.8166 -0.1159 -0.360
F 0.4658 4.0532 -0.5914 0.059
F 0.2948 2.9023 1.2043 0.017
C -0.2444 0.1129 -0.1918 -0.328
C -0.4083 -0.2117 1.1418 -0.063
C -0.0091 -1.4687 1.5720 -0.064
C 0.5404 -2.3720 0.6750 -0.068
C 0.6917 -2.0328 -0.6601 -0.058
C 0.2946 -0.7825 -1.0993 -0.054
H -0.8439 0.4937 1.8326 0.116
H -0.1297 -1.7390 2.6086 0.108
H 0.8513 -3.3467 1.0166 0.107
H 1.1105 -2.7370 -1.3626 0.110
H 0.3884 -0.4757 -2.1286 0.109


No. 3
28
Properties=species:S:1:pos:R:3:lowdin_charge:R:1 method="wB97M-V/def2-TZVPD" de_lowest_kj_mol=35.09 charge=0 orbital_gap_ev=6.93 homo_ev=-8.575 molar_mass_g_mol=806.7
Ta -0.0642 -0.1848 0.2653 0.832
N 1.5038 2.9614 0.9999 0.175
C 1.0542 2.7548 -0.2568 -0.477
N 1.3108 3.5690 -1.2229 0.064
N 0.6885 3.0329 -2.3134 -0.018
N 0.0811 1.9363 -1.9999 -0.064
N 0.2998 1.7216 -0.6573 -0.157
C 1.2446 2.1271 2.0338 -0.467
N 1.5999 2.3680 3.2611 0.064
N 1.1619 1.3178 3.9710 -0.014
N 0.5586 0.4795 3.1996 -0.198
N 0.5902 0.9701 1.9142 -0.215
H 2.0430 3.7921 1.1881 0.163
S 2.1124 -1.2284 0.0914 0.649
C 1.9298 -1.0917 -1.6104 -0.764
C 2.8553 -1.2465 -2.6249 -0.058
C 2.4139 -1.0646 -3.9221 -0.039
C 1.0900 -0.7259 -4.1709 -0.038
C 0.2331 -0.5646 -3.1052 -0.206
N 0.6649 -0.7591 -1.8512 -0.292
H 3.8845 -1.5008 -2.3894 0.118
H 3.1067 -1.1837 -4.7486 0.118
H 0.7320 -0.5729 -5.1815 0.115
H -0.8002 -0.2794 -3.2165 0.045
Se -1.0334 -1.3748 2.3651 0.116
Se -2.4318 -3.0745 1.4096 -0.073
Te -1.4996 -2.4878 -0.8319 0.522
Se -2.2619 -0.1259 -1.0014 0.099


No. 4
15
Properties=species:S:1:pos:R:3:lowdin_charge:R:1 method="wB97M-V/def2-TZVPD" de_lowest_kj_mol=655.82 charge=0 orbital_gap_ev="9.16 / 4.85" homo_ev="-9.817 / -6.632" molar_mass_g_mol=135.1
C -1.0626 0.0233 -0.8069 -0.070
C -0.7410 1.1346 -0.0378 -0.067
C -0.4086 -1.2208 -0.6905 -0.036
C 0.2628 1.1345 0.9526 -0.040
C 0.5607 -1.2215 0.2713 -0.123
C 0.8824 -0.0748 1.0787 -0.149
C 1.5431 -1.2906 1.2551 0.112
N 3.7576 0.0794 -0.1437 -0.211
O 3.2426 1.1743 -0.1985 0.047
O 4.7573 -0.3431 -0.6676 0.048
H -1.8549 0.1117 -1.5315 0.101
H -1.2852 2.0484 -0.2123 0.101
H -0.6597 -2.0650 -1.3121 0.099
H 0.4999 2.0129 1.5283 0.104
H 2.2934 -1.8473 1.7561 0.085


No. 5
15
Properties=species:S:1:pos:R:3:lowdin_charge:R:1 method="wB97M-V/def2-TZVPD" de_lowest_kj_mol=807.43 spin_multiplicity=3 charge=0 orbital_gap_ev="4.31 / 5.26" homo_ev="-4.953 / -9.300" molar_mass_g_mol=135.1
C -1.7111 0.9729 0.2578 -0.011
C -1.9177 -0.4044 0.5292 -0.043
C -0.5590 1.4531 -0.3759 0.010
C -0.9831 -1.3606 0.4434 -0.027
C 0.2673 0.4270 -0.4526 -0.102
C 0.1547 -0.9230 -0.1314 -0.007
C 1.4047 -0.4435 -0.8190 -0.026
N 2.5864 -0.1497 -0.0013 -0.447
O 2.3694 0.2055 1.1550 -0.003
O 3.7009 -0.0869 -0.4895 0.025
H -2.6016 1.6381 0.3747 0.127
H -2.9266 -0.6105 0.8034 0.112
H -0.1782 2.4352 -0.5169 0.121
H -1.1688 -2.2502 0.9990 0.115
H 1.5627 -0.9030 -1.7760 0.157


No. 6
20
Properties=species:S:1:pos:R:3:lowdin_charge:R:1 method="wB97M-V/def2-TZVPD" spin_multiplicity=4 charge=+2 orbital_gap_ev="8.81 / 7.51" homo_ev="-18.665 / -18.697" molar_mass_g_mol=250.1
O 0.1007 3.2342 0.1099 0.248
C 0.0275 2.1114 -0.0884 0.064
V -0.0247 -0.1182 -0.4705 0.414
O -0.0070 0.0079 -3.5430 0.257
C -0.0138 -0.0385 -2.3785 -0.021
C -0.0013 -1.9776 -0.0665 -0.031
O 0.0138 -3.1025 0.2209 0.276
C -1.9315 -0.0344 -0.0923 -0.027
O -3.0803 -0.0605 0.1029 0.256
C 1.9111 -0.0064 -0.0418 -0.001
O 3.0410 -0.0030 0.2138 0.270
C -0.1751 0.1678 4.4263 0.047
C -0.5115 0.5004 3.0086 -0.491
N -1.4520 1.4475 2.8207 0.221
O 0.0535 -0.0686 2.0524 -0.042
H -0.7621 0.7534 5.1324 0.101
H 0.8841 0.3572 4.5900 0.114
H -0.3602 -0.8919 4.5915 0.114
H -1.7549 1.7331 1.9000 0.090
H -1.8882 1.8823 3.6214 0.141